P.
# C5H14

2 unconnected molecules or ions with the total composition C5H14 (ωB97M-V with the def2-TZVPD basis set, the Open Molecules 2025 dataset).

Element x y z (Å)
C -0.722 -1.417 -0.327
C -0.890 -0.851 -1.822
C 0.530 -2.236 -0.428
H -1.575 -1.969 0.109
H -0.641 -0.691 0.497
H -1.660 -1.462 -2.337
H -1.305 0.120 -1.782
H 1.298 -1.977 0.205
H 0.951 -2.028 -1.433
H 0.055 -0.872 -2.396
H 0.194 -3.343 -0.409
C 0.523 1.590 1.807
C 0.382 2.567 0.692
H 1.395 0.961 1.680
H 0.945 2.009 2.734
H -0.454 1.122 2.032
H 0.711 2.064 -0.167
H 0.951 3.609 0.783
H -0.687 2.805 0.560

Values from the calculation:
lowest unoccupied orbital energy: 1.16 eV
charge: 0
2S+1: 1
HOMO: -0.3986 hartree

Q.
# C5H14

2 unconnected molecules or ions with the total composition C5H14 (ωB97M-V with the def2-TZVPD basis set, the Open Molecules 2025 dataset).

Element x y z (Å)
C 0.507 1.126 1.594
C -0.849 0.423 1.840
C 1.781 0.326 1.353
H 0.669 1.771 2.468
H 0.503 1.854 0.775
H -1.235 0.577 2.840
H -1.540 0.951 1.178
H 2.620 1.027 1.388
H -0.765 -0.610 1.509
H 1.794 -0.144 0.369
H 1.997 -0.455 2.076
C -0.550 -1.045 -2.915
C -0.783 -0.660 -1.431
H -1.487 -1.358 -3.383
H -0.068 -0.202 -3.398
H 0.013 -1.969 -2.951
H -1.597 0.071 -1.422
H 0.054 -0.129 -0.998
H -1.066 -1.556 -0.892

Values from the calculation:
lowest unoccupied orbital energy: 1.12 eV
charge: 0
2S+1: 1
HOMO: -0.4050 hartree

R.
# C5H14

2 unconnected molecules or ions with the total composition C5H14 (ωB97M-V with the def2-TZVPD basis set, the Open Molecules 2025 dataset).

Element x y z (Å)
C 3.509 -0.684 0.616
C 2.509 0.368 0.004
H 2.888 -1.320 1.197
H 4.015 -1.516 -0.153
H 4.141 -0.152 1.202
H 3.069 1.221 -0.359
H 1.727 0.601 0.507
H 1.995 -0.143 -0.874
C -1.545 0.525 -0.258
C -3.148 0.979 -0.324
C -1.597 -1.025 -0.034
H -1.055 0.933 -1.160
H -1.100 1.098 0.545
H -3.659 1.314 0.629
H -3.804 0.232 -0.732
H -1.648 -1.117 0.930
H -2.402 -1.539 -0.522
H -3.223 1.752 -1.011
H -0.673 -1.527 -0.203

Values from the calculation:
lowest unoccupied orbital energy: 1.09 eV
charge: 0
2S+1: 1
HOMO: -0.4104 hartree

S.
# C5H14

2 unconnected molecules or ions with the total composition C5H14 (ωB97M-V with the def2-TZVPD basis set, the Open Molecules 2025 dataset).

Element x y z (Å)
C 1.788 -0.752 1.968
C 1.928 0.796 1.965
H 2.656 -1.279 2.328
H 1.098 -1.170 2.629
H 1.484 -0.765 0.970
H 2.924 1.114 1.518
H 0.944 1.339 1.706
H 1.958 0.933 3.069
C -1.623 0.557 -1.457
C -1.464 -0.378 -2.660
C -1.030 -0.134 -0.169
H -1.120 1.481 -1.748
H -2.773 0.584 -1.282
H -0.922 0.141 -3.473
H -0.038 -0.377 -0.471
H -1.137 0.845 0.521
H -2.334 -0.652 -3.151
H -0.796 -1.242 -2.353
H -1.543 -1.042 0.090

Values from the calculation:
lowest unoccupied orbital energy: 1.14 eV
charge: 0
2S+1: 1
HOMO: -0.3957 hartree

Stability check: which of them is most stable? Q.

P.
# C5H14

2 unconnected molecules or ions with the total composition C5H14 (ωB97M-V with the def2-TZVPD basis set, the Open Molecules 2025 dataset).

Element x y z (Å)
C 0.168 0.766 2.862
C -1.037 1.647 3.170
H 0.789 1.242 2.106
H 0.712 0.586 3.779
H -0.006 -0.215 2.438
H -1.636 1.638 2.236
H -0.805 2.681 3.387
H -1.752 1.257 3.874
C 0.246 -0.486 -1.582
C 1.007 -1.831 -1.662
C -0.402 -0.151 -2.943
H 0.970 0.336 -1.503
H -0.334 -0.418 -0.658
H 1.704 -1.966 -2.483
H 1.635 -1.921 -0.774
H -0.858 -1.028 -3.401
H 0.409 0.064 -3.630
H 0.213 -2.579 -1.577
H -1.087 0.685 -2.874

Values from the calculation:
lowest unoccupied orbital energy: 1.04 eV
charge: 0
2S+1: 1
HOMO: -0.4101 hartree

Q.
# C5H14

2 unconnected molecules or ions with the total composition C5H14 (ωB97M-V with the def2-TZVPD basis set, the Open Molecules 2025 dataset).

Element x y z (Å)
C -0.792 -0.758 -1.398
C -1.543 -1.075 -2.680
C 0.736 -1.153 -1.422
H -1.205 -1.146 -0.471
H -0.797 0.323 -1.305
H -2.470 -0.513 -2.797
H -0.947 -0.704 -3.524
H 1.454 -0.334 -1.357
H 0.863 -1.746 -2.324
H -1.752 -2.131 -2.836
H 0.923 -1.586 -0.433
C 0.215 0.802 2.743
C 1.230 1.935 2.406
H 0.526 0.291 3.644
H -0.777 1.220 2.973
H -0.095 0.154 1.920
H 1.725 1.618 1.488
H 0.774 2.884 2.140
H 1.931 1.917 3.233

Values from the calculation:
lowest unoccupied orbital energy: 1.10 eV
charge: 0
2S+1: 1
HOMO: -0.4052 hartree

R.
# C5H14

2 unconnected molecules or ions with the total composition C5H14 (ωB97M-V with the def2-TZVPD basis set, the Open Molecules 2025 dataset).

Element x y z (Å)
C -0.414 -0.661 -2.496
C -1.388 0.294 -1.815
C 0.129 -1.713 -1.532
H -0.902 -1.213 -3.285
H 0.380 -0.107 -2.993
H -1.170 0.446 -0.765
H -2.400 -0.118 -1.795
H -0.649 -2.430 -1.268
H 0.932 -2.319 -1.958
H -1.384 1.279 -2.279
H 0.551 -1.268 -0.628
C 1.024 0.288 2.869
C 0.533 1.642 2.349
H 1.907 -0.020 2.304
H 1.266 0.344 3.923
H 0.307 -0.466 2.657
H 0.214 1.568 1.318
H -0.248 2.046 2.996
H 1.310 2.407 2.397

Values from the calculation:
lowest unoccupied orbital energy: 1.10 eV
charge: 0
2S+1: 1
HOMO: -0.4194 hartree

Stability check: which of them is most stable? R.

P.
# C22H27N3O6S

A single C22H27N3O6S molecule (ωB97M-V with the def2-TZVPD basis set, the Open Molecules 2025 dataset).

Element x y z (Å)
C -8.247 -1.053 0.835
C -7.010 -0.788 0.046
C -6.767 -1.183 -1.235
S -5.207 -0.670 -1.771
C -4.987 0.050 -0.208
N -5.992 -0.090 0.611
C -3.802 0.746 0.169
C -3.620 1.328 1.378
O -4.479 1.354 2.389
H -5.281 0.859 2.090
C -2.279 1.993 1.423
N -1.713 1.648 0.135
C -2.622 0.960 -0.661
N -2.570 0.604 -1.872
H -1.721 0.849 -2.370
C -0.372 1.893 -0.166
C 0.256 3.056 0.265
C 1.594 3.247 -0.017
C 2.330 2.325 -0.748
C 1.694 1.155 -1.205
C 0.361 0.947 -0.881
H -0.117 0.017 -1.140
O 2.443 0.283 -1.945
C 1.836 -0.830 -2.570
C 1.808 -2.105 -1.708
H 2.815 -2.339 -1.356
H 1.461 -2.922 -2.349
O 0.905 -2.033 -0.624
C 1.480 -1.721 0.629
H 2.144 -0.852 0.570
C 2.237 -2.906 1.249
O 3.551 -3.099 0.766
C 4.574 -2.340 1.363
C 4.971 -1.070 0.596
O 4.164 0.019 0.991
C 4.712 1.285 0.707
C 4.641 1.702 -0.776
H 4.497 0.817 -1.403
O 3.635 2.663 -1.022
H 5.564 2.205 -1.073
H 4.127 1.993 1.301
H 5.757 1.314 1.050
H 6.023 -0.842 0.824
H 4.886 -1.260 -0.483
H 4.305 -2.061 2.389
H 5.447 -3.001 1.388
H 2.256 -2.783 2.340
H 1.704 -3.829 1.001
H 0.630 -1.474 1.270
H 2.462 -1.031 -3.446
H 0.826 -0.585 -2.911
H 2.099 4.142 0.313
H -0.287 3.802 0.823
H -1.658 1.622 2.246
H -2.395 3.077 1.548
H -7.411 -1.740 -1.884
H -8.957 -1.623 0.243
H -8.704 -0.112 1.137
H -8.000 -1.611 1.736

Values from the calculation:
lowest unoccupied orbital energy: 0.71 eV
charge: 0
2S+1: 1
HOMO: -0.2860 hartree

Q.
# C22H27N3O6S

A single C22H27N3O6S molecule (ωB97M-V with the def2-TZVPD basis set, the Open Molecules 2025 dataset).

Element x y z (Å)
C -9.901 -0.778 -0.564
C -8.663 -0.084 -0.107
C -8.600 1.088 0.584
S -6.967 1.541 0.915
C -6.474 0.099 0.084
N -7.450 -0.630 -0.381
C -5.110 -0.274 -0.084
C -4.707 -1.404 -0.712
O -5.482 -2.330 -1.264
H -6.415 -2.032 -1.131
C -3.214 -1.498 -0.678
N -2.835 -0.256 -0.034
C -3.946 0.463 0.393
N -4.050 1.510 1.095
H -3.181 1.917 1.421
C -1.503 0.156 0.034
C -1.151 1.496 -0.094
C 0.178 1.871 -0.034
C 1.199 0.944 0.131
C 0.854 -0.415 0.259
C -0.487 -0.778 0.206
H -0.707 -1.828 0.312
O 1.704 -1.467 0.412
C 3.054 -1.270 0.795
C 3.619 -2.662 1.104
H 3.360 -3.332 0.272
H 3.161 -3.052 2.017
O 5.004 -2.675 1.345
C 5.845 -2.597 0.215
H 6.619 -3.361 0.355
C 6.553 -1.247 0.056
O 5.695 -0.305 -0.544
C 6.349 0.884 -0.927
C 5.306 1.897 -1.427
O 5.135 2.988 -0.550
C 4.389 2.714 0.613
C 2.876 2.640 0.356
H 2.638 3.256 -0.522
O 2.528 1.290 0.140
H 2.332 3.032 1.225
H 4.709 1.775 1.079
H 4.602 3.547 1.287
H 5.633 2.343 -2.368
H 4.362 1.365 -1.586
H 6.895 1.317 -0.076
H 7.081 0.659 -1.718
H 6.883 -0.892 1.043
H 7.441 -1.391 -0.578
H 5.289 -2.817 -0.703
H 3.119 -0.637 1.686
H 3.630 -0.810 -0.012
H 0.419 2.915 -0.150
H -1.904 2.246 -0.275
H -2.777 -1.579 -1.679
H -2.902 -2.376 -0.099
H -9.414 1.701 0.913
H -10.781 -0.213 -0.271
H -9.952 -1.774 -0.128
H -9.888 -0.887 -1.647

Values from the calculation:
lowest unoccupied orbital energy: 0.74 eV
charge: 0
2S+1: 1
HOMO: -0.2856 hartree

Stability check: which of them is most stable? P.

P.
# C8H15N2

A gas-phase ion, C8H15N2 (charge +1) (ωB97M-V with the def2-TZVPD basis set, the Open Molecules 2025 dataset).

Element x y z (Å)
C -4.052 -0.393 -0.580
C 0.691 0.503 -0.609
C -2.993 -0.194 -1.360
C 1.516 0.012 0.221
C -0.944 1.010 -0.881
C 2.569 -1.878 1.355
C 3.508 0.395 1.261
C -1.605 -0.314 -0.886
N -1.693 2.026 -0.254
N 2.487 -0.500 0.845
H -5.063 -0.297 -0.976
H -4.297 -0.968 0.342
H 1.070 0.410 -1.614
H -0.861 1.366 -1.957
H -3.218 0.219 -2.367
H 1.686 -2.143 1.916
H 2.754 -2.418 0.504
H 3.444 -1.826 2.021
H 4.511 0.036 0.979
H 3.542 1.447 0.831
H 3.504 0.539 2.381
H -1.027 -1.106 -1.468
H -1.739 -0.500 0.108
H -2.445 1.625 0.240
H -1.347 2.948 -0.051

Values from the calculation:
lowest unoccupied orbital energy: -3.97 eV
charge: +1
2S+1: 1
HOMO: -0.4647 hartree

Q.
# C8H15N2

A gas-phase ion, C8H15N2 (charge +1) (ωB97M-V with the def2-TZVPD basis set, the Open Molecules 2025 dataset).

Element x y z (Å)
C -2.089 0.013 0.641
C 0.152 -1.597 -0.679
C -1.363 -1.388 -1.184
C 0.483 -0.233 -0.529
C 0.240 0.394 0.750
C 0.911 0.499 -1.757
C 1.538 -0.127 1.493
C 0.376 1.940 0.692
N -2.038 -0.408 -0.520
N -0.976 -0.086 1.468
H -3.005 0.435 0.957
H -0.117 -2.274 0.220
H 0.576 -2.138 -1.561
H -1.380 -1.214 -2.284
H -1.770 -2.347 -0.829
H -0.095 1.012 -2.153
H 1.096 -0.182 -2.576
H 1.725 1.224 -1.495
H 2.390 -0.118 0.735
H 1.480 -1.130 1.987
H 1.797 0.679 2.227
H 1.363 2.344 0.457
H -0.034 2.476 1.555
H -0.393 2.143 -0.092
H -0.867 0.085 2.479

Values from the calculation:
lowest unoccupied orbital energy: -5.22 eV
charge: +1
2S+1: 1
HOMO: -0.4751 hartree

R.
# C8H15N2

A molecular structure, C8H15N2 (ωB97M-V with the def2-TZVPD basis set, the Open Molecules 2025 dataset).

Element x y z (Å)
C -0.483 1.799 -0.257
C 0.430 -0.248 1.176
C 2.704 1.195 0.027
C 2.281 0.001 -0.393
C -0.727 0.726 0.834
C -1.576 1.113 -0.976
C 0.814 -1.931 -0.594
C -2.672 -0.874 0.099
N 1.199 -0.708 0.068
N -1.769 0.219 -0.051
H -0.681 2.828 0.035
H 0.503 1.755 -0.734
H 1.091 0.287 1.861
H 0.002 -1.101 1.712
H 3.580 1.632 -0.416
H 2.268 1.746 0.842
H 2.799 -0.493 -1.202
H -1.145 1.102 1.768
H -2.068 1.217 -1.926
H 1.688 -2.390 -1.053
H 0.407 -2.639 0.129
H 0.071 -1.756 -1.379
H -2.146 -1.823 -0.021
H -3.110 -0.853 1.096
H -3.459 -0.804 -0.647

Values from the calculation:
lowest unoccupied orbital energy: -4.35 eV
charge: +1
2S+1: 1
HOMO: -0.4190 hartree

Stability check: which of them is most stable? R.